1.
11
Properties=species:S:1:pos:R:3 method="wB97M-V/def2-TZVPD" homo_ha=-0.3220 relative_energy_kj_mol=248.2 e_tot_ha=-653.34641 lumo_ev=-0.4278
S 2.24 1.27 -0.75
F 0.83 0.17 2.10
C -0.43 -0.81 0.23
C -0.25 0.14 -1.08
C 0.69 0.84 -0.32
C 0.13 0.32 1.01
H 0.02 -1.87 0.24
H -1.29 0.37 -1.43
H -0.56 0.89 1.32
H -1.39 -0.92 0.62
H 0.02 -0.41 -1.93

***

2.
12
Properties=species:S:1:pos:R:3 method="wB97M-V/def2-TZVPD" homo_ha=-0.3260 relative_energy_kj_mol=44.0 e_tot_ha=-1051.59994 lumo_ev=-0.5822
S -1.57 -1.49 -0.18
S 1.89 0.22 -0.59
F -0.68 2.27 0.23
C 1.62 -1.06 0.63
C -0.73 -0.15 0.12
C -1.42 1.18 -0.12
C 0.63 0.01 0.70
H 0.62 0.76 1.47
H 1.33 -2.05 0.23
H -2.41 1.20 0.43
H -1.62 1.31 -1.25
H 2.46 -1.21 1.33

***

3.
12
Properties=species:S:1:pos:R:3 method="wB97M-V/def2-TZVPD" homo_ha="-0.4218 / -0.4451" multiplicity=3 s2=2.0164 e_tot_ha=-583.71983 charge=+1 lumo_ev="-4.8109 / -6.0000"
Hg -0.71 0.91 1.07
Mg 2.05 3.40 1.86
O 1.08 2.36 0.25
C 0.56 1.81 -2.02
C -3.86 0.44 -0.86
C 1.33 2.47 -0.96
C -2.85 0.56 -0.15
H -4.72 0.34 -1.49
H -0.41 1.45 -1.64
H 2.19 3.09 -1.26
H 1.21 1.03 -2.45
H 0.39 2.53 -2.84